# 1
DFT (ωB97M-V/def2-TZVPD) results for the ion C6H13N3 with charge +2 in a non-equilibrium geometry.

```
! RIJCOSX wB97M-V def2-TZVPD def2/J DEFGRID3
* xyz 2 1
C 2.408 0.139 -1.147
C 1.447 0.074 -0.222
N -0.049 0.379 -0.396
C -0.209 1.364 -1.604
C -0.513 1.005 0.902
N -0.667 0.053 1.946
C -1.005 -1.199 1.785
C -1.034 -1.725 0.379
N -0.949 -0.714 -0.637
H 3.369 -0.293 -0.901
H 2.161 0.737 -2.013
H 1.718 -0.297 0.901
H -1.384 1.415 -1.842
H 0.291 2.328 -1.337
H 0.322 0.783 -2.446
H -1.488 1.540 0.855
H 0.240 1.661 1.214
H -0.310 0.272 2.945
H -1.441 -1.821 2.581
H -0.093 -2.419 0.454
H -1.971 -2.110 0.125
H -0.844 -1.173 -1.542
*
```

Energy relative to the best compared isomer or geometry (same formula, charge and spin): 442.2 kJ/mol
Orbital gap: 9.52 eV
E: -10881.639 eV
Max |F|: 0.091 hartree/bohr
HOMO energy: -18.817 eV
SMILES: C=C[N@+]1(C)C[NH+]=CCN1
LUMO level: -9.30 eV

In elementary charge units, the Löwdin charges are: 0.12 -0.09 -0.26 0.07 -0.07 0.12 0.09 -0.10 0.04 0.11 0.08 0.18 0.17 0.13 0.12 0.19 0.14 0.25 0.19 0.20 0.14 0.17


# 2
DFT (ωB97M-V/def2-TZVPD) results for the ion C6H13N3 with charge +2 in a non-equilibrium geometry.

```
! RIJCOSX wB97M-V def2-TZVPD def2/J DEFGRID3
* xyz 2 1
C 2.152 -0.566 -0.952
C 1.441 1.066 0.153
C -0.945 0.577 0.317
C 0.827 -1.171 1.116
C 0.318 0.305 0.902
C -1.678 -0.138 -0.596
N -3.046 0.026 -0.661
N 1.331 -1.530 -0.245
N 1.419 2.361 -0.099
H 3.153 -0.612 -0.561
H -1.543 1.382 0.748
H 2.078 -0.281 -2.124
H 1.562 -1.098 1.853
H 0.155 -1.949 1.412
H 0.315 0.764 1.950
H -1.309 -0.913 -1.281
H -3.572 -0.596 -1.348
H -3.406 0.894 -0.275
H 0.512 -1.788 -0.757
H 1.774 -2.503 -0.329
H 0.619 2.901 0.433
H 1.828 2.761 -0.857
*
```

Energy relative to the best compared isomer or geometry (same formula, charge and spin): 427.7 kJ/mol
Orbital gap (spin up / spin down): 6.69 / 6.69 eV
E: -10881.789 eV
Max |F|: 0.129 hartree/bohr
HOMO energy (spin up / spin down): -15.670 / -15.670 eV
LUMO level (spin up / spin down): -8.98 / -8.98 eV

In elementary charge units, the Löwdin charges are: 0.11 0.10 -0.12 -0.01 -0.31 -0.14 0.10 0.01 0.25 0.10 0.13 0.19 0.13 0.15 0.19 0.12 0.16 0.12 0.14 0.24 0.23 0.11


# 3
DFT (ωB97M-V/def2-TZVPD) results for the ion C6H13N3O with charge +2 in a non-equilibrium geometry.

```
! RIJCOSX wB97M-V def2-TZVPD def2/J DEFGRID3
* xyz 2 1
C -1.100 0.445 -2.128
C -0.822 0.811 -0.691
N -1.407 0.191 0.307
C -1.336 0.680 1.672
O -1.898 -1.047 0.002
C -0.926 -2.048 0.337
N 0.397 -1.576 -0.067
C 0.914 -0.500 -0.272
N 1.884 0.242 -0.437
C 2.828 0.597 0.647
H -1.561 1.257 -2.582
H -0.178 0.269 -2.707
H -1.667 -0.496 -2.191
H -0.598 1.892 -0.556
H -0.941 1.715 1.614
H -0.786 -0.086 2.336
H -2.306 0.566 2.124
H -0.727 -2.263 1.381
H -1.151 -3.086 -0.142
H 2.349 0.339 -1.300
H 2.669 1.645 0.926
H 3.777 0.417 0.179
H 2.584 0.034 1.548
*
```

Energy relative to the best compared isomer or geometry (same formula, charge and spin): 538.0 kJ/mol
Orbital gap: 9.98 eV
E: -12928.220 eV
Max |F|: 0.111 hartree/bohr
HOMO energy: -19.734 eV
SMILES: C/C=[N+](/C)OCN=C=[NH+]C
LUMO level: -9.75 eV

In elementary charge units, the Löwdin charges are: 0.04 -0.04 -0.13 0.08 0.03 -0.07 0.27 -0.16 0.10 0.06 0.09 0.12 0.12 0.19 0.14 0.15 0.12 0.15 0.21 0.18 0.12 0.12 0.12